(1)
A structure of composition FGdHMgNO3S2. Source: the OMol25 dataset; level of theory: ωB97M-V/def2-TZVPD.

The geometry in XYZ format:
```
10
Properties=species:S:1:pos:R:3:forces:R:3
Gd -1.269 -1.812 -0.668 0.3 -1.0 1.4
S 1.347 1.210 -1.395 0.1 0.4 1.1
S 1.416 -0.664 0.768 -0.6 -2.4 -0.4
Mg 1.850 2.460 0.783 -0.4 -2.2 -1.1
F 2.895 -1.378 0.548 -1.5 0.8 0.4
O 0.053 -2.080 1.239 1.6 2.3 -1.1
O -1.744 -3.237 0.972 0.3 1.1 -1.2
O 1.808 0.519 1.595 -0.1 0.5 -0.2
N 0.844 -0.308 -0.635 0.2 0.6 0.8
H -2.152 -2.983 1.805 0.0 -0.1 0.2
```
Positions in Å, forces in eV/Å.

Output
- Calculated total energy: -2142.71819 hartree
- E_HOMO (alpha / beta): -11.05 / -12.32 eV
- Charge: +1
- Spin multiplicity: 9
- M: 327.70 g/mol
- LUMO level (alpha / beta): -6.47 / -6.47 eV

Results of the Löwdin charge analysis, in e, for atoms 1 through 5: number 1, Gd, carries 1.528; number 2, S, carries 0.387; number 3, S, carries 0.730; number 4, Mg, carries 1.077; number 5, F, carries -0.233

(2)
A cluster of 7 separate species, C20H17BCl24NO2P in total. Source: the OMol25 dataset; level of theory: ωB97M-V/def2-TZVPD.

The geometry in XYZ format:
```
66
Properties=species:S:1:pos:R:3:forces:R:3
Cl 4.218 5.692 -3.401 0.1 -0.1 0.0
Cl -3.140 -5.770 -2.883 0.1 0.1 0.0
Cl -5.574 5.473 0.641 0.0 0.0 -0.1
Cl 4.164 2.806 -3.202 0.0 0.1 0.0
Cl -0.387 -5.585 -2.027 -0.1 0.1 0.0
Cl 4.294 -10.769 5.390 0.0 -0.1 -0.1
Cl 4.855 -7.862 3.327 -0.1 0.2 0.1
Cl 5.013 -5.946 5.481 0.0 0.0 -0.1
Cl 4.825 -5.031 2.747 0.0 0.0 0.0
Cl -1.385 -3.804 -4.070 0.0 0.0 0.1
Cl 1.477 8.167 -2.426 0.0 0.0 -0.1
Cl 4.347 4.418 -0.809 0.0 0.0 -0.1
Cl 3.571 10.081 -2.974 -0.1 0.0 0.0
Cl 2.604 8.356 -5.078 0.0 0.1 0.0
Cl -7.022 4.026 -1.400 0.1 0.0 0.0
Cl 0.928 10.481 -4.069 0.1 -0.1 0.0
Cl 2.545 -6.272 4.014 0.0 0.0 0.0
Cl -4.827 2.755 -0.012 -0.8 1.1 -0.3
Cl 5.206 -10.996 2.653 0.0 -0.2 0.0
Cl 3.569 -13.075 3.812 0.1 0.1 0.0
Cl -4.312 4.901 -1.898 -0.1 0.0 0.0
Cl 6.298 -12.727 4.692 -0.1 0.0 0.0
Cl 1.885 4.361 -2.329 2.0 0.4 0.3
Cl -2.259 -3.491 -1.329 0.1 -0.9 -1.3
P -0.516 -0.237 0.083 0.2 0.3 -0.9
O 0.887 -2.166 1.818 -0.5 -0.4 -0.7
O 0.860 -2.651 -0.511 -0.7 0.1 0.5
N -4.355 0.591 1.111 1.4 -0.9 -0.1
C -0.821 4.924 -1.010 -0.1 -0.2 0.0
C 0.832 -3.575 2.093 0.4 -0.5 0.8
C -0.626 3.737 -3.289 -0.8 -0.8 1.1
C -0.148 2.520 0.322 0.1 0.1 0.6
C -4.835 -0.642 1.187 -1.8 -0.6 0.5
C -3.051 0.667 0.794 -0.4 -0.8 0.2
C 4.841 -11.891 4.139 0.0 0.0 0.1
C -0.532 3.780 -1.740 -0.8 -0.2 -0.6
C -0.440 3.692 1.050 0.1 -0.1 -0.1
C 2.145 9.272 -3.637 0.0 0.0 0.0
C 0.176 1.211 1.072 -1.2 0.0 -0.3
C -2.292 -0.483 0.568 2.2 -0.3 0.4
C -0.763 4.862 0.384 -0.2 0.5 0.1
C 4.311 -6.279 3.892 0.1 0.0 0.0
C -4.164 -1.849 1.016 1.3 0.0 -0.5
C -5.431 4.286 -0.666 0.3 -0.1 -0.1
C -1.791 -4.668 -2.582 0.0 -0.1 -0.2
C 3.655 4.319 -2.435 -0.1 0.2 -0.1
C -0.198 2.598 -1.058 -0.1 0.1 -0.7
C -2.797 -1.791 0.685 -1.4 1.1 0.6
B 0.517 -1.828 0.540 0.1 -0.2 0.5
H -5.907 -0.721 1.416 0.4 0.2 0.0
H -0.433 3.703 2.144 0.0 -0.2 -0.4
H 0.230 -2.509 -1.232 0.5 0.1 -0.2
H -1.104 5.842 -1.531 0.1 -0.2 0.2
H 0.019 1.735 -1.696 0.0 0.1 0.5
H 0.183 -4.129 1.400 0.1 0.3 0.1
H -1.014 5.751 0.967 0.1 -0.2 -0.2
H -2.614 1.664 0.694 -0.1 -0.4 0.1
H 1.820 -4.061 2.080 -0.2 0.4 -0.2
H -0.840 4.722 -3.718 0.2 -0.3 0.0
H 0.286 3.283 -3.679 -0.3 0.3 -0.3
H -2.199 -2.700 0.501 -0.3 1.1 1.1
H -0.372 1.197 2.029 0.5 0.2 -0.1
H -1.437 3.026 -3.533 0.1 0.5 -0.1
H 1.254 1.095 1.247 -0.3 -0.1 -0.1
H 0.457 -3.680 3.124 0.0 0.1 -0.4
H -4.682 -2.806 1.109 0.0 0.4 0.0
```
Positions in Å, forces in eV/Å.

Output
- Calculated total energy: -12388.30314 hartree
- E_HOMO: -7.97 eV
- Charge: 0
- M: 1196.02 g/mol
- Structure (SMILES): COB(O)P(Cc1cccc(C)c1)c1cccnc1.ClC(Cl)(Cl)Cl.ClC(Cl)(Cl)Cl.ClC(Cl)(Cl)Cl.ClC(Cl)(Cl)Cl.ClC(Cl)(Cl)Cl.ClC(Cl)(Cl)Cl
- LUMO level: -0.09 eV

Results of the natural (NBO) charge analysis, in e, for atoms 1 through 5: number 1, Cl, carries 0.043; number 2, Cl, carries 0.060; number 3, Cl, carries 0.039; number 4, Cl, carries 0.042; number 5, Cl, carries 0.063